(1)
{"formula": "C52H50ClN3O6P2PdSSe", "method": "ωB97M-V with the def2-TZVPD basis set", "species": ["Pd", "O", "S", "C", "C", "C", "C", "C", "C", "P", "C", "C", "C", "C", "C", "C", "C", "C", "C", "C", "C", "C", "C", "C", "C", "C", "C", "C", "P", "C", "C", "C", "C", "C", "C", "C", "C", "C", "C", "C", "C", "H", "H", "H", "H", "H", "H", "H", "H", "H", "H", "H", "H", "H", "H", "H", "H", "H", "H", "H", "H", "H", "H", "H", "H", "H", "H", "H", "H", "O", "Se", "O", "O", "O", "C", "C", "C", "C", "C", "O", "C", "C", "C", "C", "C", "C", "Cl", "C", "C", "C", "N", "C", "N", "C", "N", "H", "H", "H", "H", "H", "H", "H", "H", "H", "H", "H", "H", "H", "H", "H", "H", "H", "H", "H", "H", "H", "H"], "coordinates": [[0.44875, -0.69273, 0.12790], [-0.46324, 2.99394, -1.07505], [-0.05261, 2.17223, 0.08285], [1.43506, 2.88863, 0.70209], [1.54121, 4.21908, 1.07412], [2.76568, 4.68289, 1.53774], [3.86024, 3.83540, 1.60086], [3.76832, 2.52857, 1.13818], [2.54967, 2.05870, 0.65839], [2.47031, 0.47731, -0.20459], [3.92176, -0.44791, 0.21722], [4.93903, -0.65385, -0.71744], [6.04424, -1.40739, -0.35185], [6.11870, -1.96309, 0.91826], [5.10381, -1.75501, 1.84637], [3.99738, -1.00110, 1.50008], [2.43029, 0.84436, -1.95891], [2.44306, 2.15775, -2.43001], [2.34157, 2.40015, -3.79150], [2.22597, 1.34493, -4.68062], [2.22002, 0.03335, -4.21691], [2.30836, -0.21950, -2.86110], [-1.36636, 2.39769, 1.33809], [-1.35633, 3.40722, 2.28292], [-2.44696, 3.57370, 3.13127], [-3.54765, 2.74483, 3.03629], [-3.54607, 1.69141, 2.13247], [-2.45355, 1.49178, 1.29584], [-2.33579, -0.07243, 0.42309], [-2.13983, 0.27439, -1.31593], [-2.66322, 1.48000, -1.78386], [-2.62862, 1.73416, -3.14646], [-2.05298, 0.82487, -4.01675], [-1.51399, -0.36772, -3.54474], [-1.55253, -0.64798, -2.19282], [-3.86884, -0.98471, 0.56505], [-4.79653, -0.86288, -0.47694], [-6.03333, -1.48469, -0.38671], [-6.34165, -2.25349, 0.72318], [-5.41776, -2.38935, 1.75295], [-4.18814, -1.76078, 1.67902], [0.70035, 4.89002, 0.97739], [2.86048, 5.71273, 1.85400], [4.80341, 4.19993, 1.98388], [4.64147, 1.89038, 1.12911], [4.87329, -0.22336, -1.70759], [6.84594, -1.56221, -1.06035], [6.97277, -2.57028, 1.18624], [5.17284, -2.18800, 2.83447], [3.18832, -0.85790, 2.20603], [2.54363, 2.98985, -1.74788], [2.35746, 3.41823, -4.15477], [2.14307, 1.54205, -5.74087], [2.14941, -0.79064, -4.91406], [2.28900, -1.24202, -2.50784], [-0.50993, 4.06446, 2.38470], [-2.42376, 4.35892, 3.87442], [-4.39814, 2.89261, 3.68686], [-4.38670, 1.01176, 2.09316], [-3.10462, 2.19799, -1.10872], [-3.04304, 2.65969, -3.52020], [-2.02698, 1.04432, -5.07545], [-1.08322, -1.08330, -4.23090], [-1.16210, -1.58877, -1.83081], [-4.57087, -0.27955, -1.35844], [-6.74942, -1.37004, -1.18884], [-7.30042, -2.74976, 0.78680], [-5.65698, -2.98510, 2.62306], [-3.48301, -1.87126, 2.49819], [0.85964, -2.06116, 2.09540], [-0.05720, -0.85966, 2.66759], [-0.55268, -0.87841, 4.17490], [0.63566, 0.54857, 2.15779], [-1.46372, -0.96319, 1.43260], [1.41659, -8.19982, 2.44645], [1.64882, -7.01351, 1.49163], [1.56739, -5.72089, 2.31856], [3.05656, -7.19221, 0.90882], [0.57618, -7.05006, 0.35400], [0.53228, -8.35493, -0.22223], [-0.81093, -6.63813, 0.89148], [-2.00636, -7.09457, 0.04743], [-2.38833, -6.13810, -1.05245], [-2.25562, -6.47961, -2.39568], [-2.58013, -5.58464, -3.40839], [-3.05401, -4.32660, -3.06919], [-3.45906, -3.18281, -4.31757], [-3.22230, -3.97041, -1.74068], [-2.89189, -4.87462, -0.74361], [0.92142, -6.24007, -0.91856], [1.18158, -4.81194, -0.78143], [0.33591, -3.80670, -0.88382], [0.98392, -2.64632, -0.79910], [2.28168, -3.04544, -0.63221], [2.43955, -4.34220, -0.63386], [2.00515, -8.04572, 3.35118], [1.75496, -9.14170, 2.01085], [0.37841, -8.30995, 2.76278], [2.45743, -5.64303, 2.94460], [0.70352, -5.72312, 2.98471], [1.52267, -4.81570, 1.71756], [3.75306, -7.41433, 1.71831], [3.41331, -6.30143, 0.40017], [3.08092, -8.03310, 0.21454], [0.38901, -9.00532, 0.47444], [-0.83422, -5.55137, 1.01891], [-0.92956, -7.06449, 1.88718], [-2.86354, -7.21028, 0.71440], [-1.79925, -8.07725, -0.37438], [-1.88417, -7.46308, -2.65859], [-2.47323, -5.86151, -4.44762], [-3.61979, -2.99467, -1.49368], [-3.03311, -4.59339, 0.29477], [0.07963, -6.34506, -1.60104], [1.79545, -6.67531, -1.39405], [-0.72519, -3.93636, -1.04614], [3.11566, -2.38414, -0.50715]], "forces_ev_per_angstrom": [[2.6, 1.5, -2.1], [0.1, 0.0, 0.2], [-1.0, 0.1, -0.6], [0.0, 0.1, 0.3], [0.1, -0.1, -0.1], [-0.1, 0.1, 0.0], [0.1, -0.1, 0.0], [0.0, 0.0, -0.1], [0.0, -0.2, 0.3], [-1.0, -0.5, -0.6], [0.0, -0.1, 0.2], [0.1, 0.1, 0.1], [0.0, 0.0, 0.0], [0.0, 0.0, 0.0], [0.0, 0.0, 0.0], [0.1, 0.1, 0.0], [0.0, 0.0, 0.0], [0.1, -0.1, 0.0], [0.0, 0.1, 0.0], [0.0, 0.0, 0.0], [0.0, 0.0, 0.0], [0.1, 0.0, 0.0], [0.1, -0.3, 0.2], [-0.1, -0.1, -0.2], [0.0, 0.0, 0.0], [-0.1, 0.0, 0.0], [0.1, 0.0, 0.0], [0.5, 0.3, -0.1], [-2.4, 0.5, 1.2], [1.0, -0.5, 0.1], [0.0, -0.2, -0.1], [-0.1, 0.1, 0.1], [0.0, 0.0, 0.0], [0.1, 0.0, 0.0], [-0.3, 0.1, 0.0], [-0.2, 0.2, -0.6], [-0.2, 0.0, 0.1], [0.1, 0.0, -0.1], [0.0, 0.0, 0.1], [0.0, -0.1, 0.0], [0.2, 0.0, 0.3], [0.0, 0.0, 0.0], [0.0, 0.0, 0.0], [0.0, 0.0, 0.0], [0.0, 0.0, 0.0], [0.0, 0.0, 0.0], [0.0, 0.0, 0.0], [0.0, 0.0, 0.0], [0.0, 0.0, 0.0], [0.0, 0.0, 0.0], [0.0, 0.0, 0.0], [0.0, 0.0, 0.0], [0.0, 0.0, 0.0], [0.0, 0.0, 0.0], [0.0, 0.0, 0.0], [0.0, 0.0, 0.0], [0.0, 0.0, 0.0], [0.0, 0.0, 0.0], [0.0, 0.0, 0.0], [0.0, 0.1, 0.0], [0.0, 0.0, 0.0], [0.0, 0.0, 0.0], [0.0, 0.0, 0.0], [0.0, -0.1, 0.0], [0.0, 0.0, 0.0], [0.0, 0.0, 0.0], [0.0, 0.0, 0.0], [0.0, 0.0, 0.0], [-0.1, 0.0, -0.1], [-0.7, -0.5, 1.0], [2.1, 0.5, 1.5], [-0.7, -0.1, -0.5], [-0.6, -0.5, 0.5], [0.0, -0.7, -1.0], [0.0, 0.1, 0.0], [0.0, -0.1, -0.1], [0.0, -0.1, 0.0], [0.0, 0.0, 0.1], [0.0, 0.1, 0.1], [-0.1, 0.1, 0.0], [0.1, -0.1, 0.0], [-0.1, 0.1, 0.0], [-0.1, 0.0, -0.1], [0.0, 0.1, 0.0], [0.0, 0.1, 0.0], [0.1, -0.1, -0.1], [0.0, -0.1, 0.1], [0.0, 0.1, 0.0], [0.0, -0.1, 0.0], [0.0, -0.2, 0.0], [0.3, -0.2, -0.1], [-0.7, 0.4, -0.1], [0.6, 0.3, 0.4], [-0.1, -0.5, -0.1], [0.0, 0.2, 0.0], [0.0, 0.0, 0.0], [0.0, 0.0, 0.0], [0.0, 0.0, 0.0], [0.0, 0.0, 0.0], [0.0, 0.0, 0.0], [0.0, 0.1, -0.1], [0.0, 0.0, 0.0], [0.0, 0.1, -0.1], [0.0, 0.0, 0.0], [0.0, 0.0, 0.0], [0.0, 0.0, 0.1], [0.0, 0.1, 0.0], [0.0, 0.0, 0.0], [0.0, 0.0, 0.0], [0.0, 0.0, 0.0], [0.0, 0.0, 0.0], [0.0, 0.0, 0.0], [0.0, 0.0, 0.0], [0.1, 0.0, 0.0], [0.1, 0.0, 0.0], [0.0, 0.0, 0.0], [0.0, 0.0, -0.1]], "lowdin_charge": [0.6277, -0.4045, 0.9534, -0.3803, -0.0420, -0.0155, -0.0182, -0.0255, -0.3454, 1.1020, -0.4030, -0.0667, -0.0380, -0.0295, -0.0327, -0.0804, -0.3444, -0.0578, -0.0383, -0.0413, -0.0553, -0.0954, -0.2936, -0.0287, -0.0150, -0.0222, -0.0299, -0.2742, 0.9531, -0.3530, -0.0916, -0.0317, -0.0247, -0.0730, -0.0931, -0.2928, -0.0691, -0.0429, -0.0334, -0.0448, -0.0664, 0.1253, 0.1269, 0.1255, 0.1191, 0.1148, 0.1207, 0.1215, 0.1219, 0.1032, 0.1104, 0.1210, 0.1190, 0.1178, 0.0854, 0.0993, 0.1268, 0.1255, 0.1162, 0.1229, 0.1263, 0.1225, 0.1070, 0.0750, 0.1081, 0.1214, 0.1215, 0.1197, 0.1179, -0.4292, 0.9482, -0.3260, -0.4879, -0.4794, -0.0395, -0.5060, -0.0351, -0.0428, -0.4279, -0.0029, -0.1038, -0.1152, -0.2367, -0.0282, -0.0759, -0.6515, 0.6977, -0.1225, -0.0573, -0.0136, -0.0607, -0.0977, 0.0083, -0.1948, 0.1596, 0.0979, 0.0932, 0.0845, 0.0948, 0.0893, 0.0527, 0.0927, 0.0593, 0.0937, 0.1028, 0.1114, 0.1120, 0.1282, 0.1177, 0.1302, 0.1143, 0.0795, 0.1210, 0.1195, 0.1435, 0.1185, 0.0795], "charge": 2, "homo_lumo_gap_ha": [0.2162, 0.2163], "relative_energy_kcal_mol": 12.4, "mol_weight_da": 1127.84, "energy_ev": -182235.2950, "homo_energy_ev": [-13.02, -13.02]}



(2)
{"formula": "C52H51AsBrN4O7SiTi", "method": "ωB97M-V with the def2-TZVPD basis set", "species": ["Ti", "O", "C", "O", "C", "C", "C", "N", "C", "C", "C", "O", "O", "H", "H", "H", "C", "Si", "C", "C", "N", "C", "C", "C", "C", "C", "C", "O", "C", "C", "C", "C", "C", "C", "H", "H", "H", "H", "H", "H", "H", "H", "H", "H", "H", "H", "H", "H", "H", "H", "H", "H", "C", "C", "C", "C", "C", "C", "As", "N", "C", "C", "C", "C", "C", "C", "C", "C", "C", "C", "C", "C", "C", "C", "C", "C", "C", "C", "H", "H", "H", "H", "H", "H", "H", "H", "H", "H", "H", "H", "H", "H", "H", "H", "H", "H", "H", "H", "H", "H", "H", "H", "H", "H", "H", "Br", "C", "C", "N", "C", "C", "C", "C", "O", "O", "H", "H", "H"], "coordinates": [[-0.42495, 1.11953, 1.33220], [4.57217, -2.26433, 4.84221], [3.35111, -2.51315, 4.98274], [2.76572, -3.44338, 5.57298], [2.42240, -1.48359, 4.30583], [2.90700, -0.24168, 3.93328], [2.11226, 0.62234, 3.20196], [0.85940, 0.31690, 2.84989], [0.36200, -0.85624, 3.27654], [1.10325, -1.77923, 3.98479], [-1.08552, -1.07776, 2.88890], [-1.72091, -2.03162, 3.26606], [-1.55901, -0.11345, 2.11922], [3.93318, 0.00743, 4.17044], [2.48112, 1.57552, 2.85156], [0.65908, -2.71995, 4.28285], [-4.98689, 2.11258, 0.94296], [-3.21760, 2.54034, 1.50267], [-3.20261, 1.77332, 3.22334], [-3.15903, 4.41722, 1.84791], [-2.06702, 2.02705, 0.25478], [-2.49773, 2.35159, -1.04398], [-3.42749, 3.40723, -1.28970], [-4.07547, 3.66096, -2.48381], [-3.82573, 2.85992, -3.58460], [-2.82980, 1.91125, -3.44538], [-2.12392, 1.71726, -2.25535], [-1.01147, 0.86028, -2.30537], [-0.14158, 1.05271, -3.36612], [0.45000, 2.28667, -3.60903], [1.30041, 2.43797, -4.69304], [1.55929, 1.36737, -5.54646], [0.96267, 0.14061, -5.29222], [0.11031, -0.01661, -4.20487], [-5.58732, 1.77311, 1.79872], [-4.95235, 1.29874, 0.20644], [-5.51086, 2.95185, 0.47533], [-3.87263, 2.38047, 3.84786], [-2.21976, 1.73638, 3.69053], [-3.58011, 0.75000, 3.19499], [-3.34113, 4.62870, 2.91053], [-3.91320, 4.97436, 1.28244], [-2.17747, 4.83022, 1.58738], [-3.64173, 4.06949, -0.47648], [-4.77943, 4.48655, -2.54427], [-4.34190, 2.99856, -4.52824], [-2.54394, 1.30851, -4.29700], [0.22979, 3.11612, -2.94666], [1.76958, 3.40044, -4.86924], [2.21672, 1.49269, -6.39999], [1.15156, -0.70523, -5.94637], [-0.37493, -0.95926, -3.99821], [4.46671, -6.38892, 0.74761], [3.49956, -5.23492, 0.66899], [3.92448, -3.92627, 0.80386], [3.04603, -2.84131, 0.74754], [3.66359, -1.50341, 1.06094], [1.68861, -3.07161, 0.48239], [0.15772, -1.80970, 0.29080], [0.61427, -0.02088, 0.11560], [1.62702, 0.52206, -0.67707], [1.94589, 1.88292, -0.53383], [2.99563, 2.45752, -1.22945], [3.74975, 1.70809, -2.12360], [3.41575, 0.37236, -2.31519], [2.37641, -0.20969, -1.60689], [-0.51845, -2.42651, -1.51828], [0.14704, -3.11401, -2.54517], [1.62506, -3.45761, -2.58688], [-0.56731, -3.55074, -3.66994], [-1.91743, -3.31786, -3.82692], [-2.66400, -3.76439, -5.05903], [-2.57562, -2.64540, -2.80250], [-1.91535, -2.21081, -1.66212], [-2.75855, -1.54640, -0.60177], [1.22842, -4.40457, 0.46221], [-0.24099, -4.78763, 0.36207], [2.13460, -5.45256, 0.53470], [5.49309, -6.04973, 0.59724], [4.23628, -7.14701, -0.00465], [4.41609, -6.86773, 1.73066], [4.97536, -3.72281, 1.00270], [4.19353, -1.58967, 2.01264], [2.92825, -0.71690, 1.15515], [4.38673, -1.20810, 0.29761], [1.39228, 2.49601, 0.15740], [3.22723, 3.50568, -1.06731], [4.56654, 2.16081, -2.67337], [3.97731, -0.23167, -3.02092], [2.13278, -1.25330, -1.75191], [2.17059, -3.13522, -1.71435], [2.08588, -3.00526, -3.47118], [1.75107, -4.54166, -2.66682], [-0.02151, -4.07754, -4.45176], [-1.99553, -4.25508, -5.76934], [-3.12878, -2.91033, -5.56095], [-3.46311, -4.46500, -4.80081], [-3.64410, -2.45564, -2.89471], [-3.80141, -1.50497, -0.92321], [-2.43939, -0.52804, -0.40042], [-2.71058, -2.08391, 0.34659], [-0.91684, -3.96623, 0.58112], [-0.45143, -5.57847, 1.08439], [-0.48363, -5.16370, -0.63694], [1.75510, -6.47459, 0.50438], [-3.01194, 5.35805, 6.33221], [-1.48315, 5.54176, 5.22001], [-0.78961, 6.73465, 5.22060], [0.27700, 6.92688, 4.45439], [0.66029, 5.91932, 3.66240], [0.00831, 4.69726, 3.59806], [-1.08956, 4.49925, 4.40387], [0.49235, 3.64228, 2.63348], [1.60470, 3.74561, 2.16685], [-0.34891, 2.69732, 2.35965], [-1.09894, 7.56023, 5.85216], [1.53137, 6.07885, 3.03663], [-1.61804, 3.55410, 4.37946]], "forces_ev_per_angstrom": [[0.1, 0.5, -2.0], [-0.3, -0.2, 0.1], [0.1, 0.0, 0.2], [0.3, 0.2, -0.1], [0.0, -0.1, -0.1], [0.1, 0.2, 0.0], [-0.1, 0.0, 0.1], [0.6, -0.5, 0.9], [-0.2, 0.1, 0.0], [-0.1, -0.1, 0.1], [0.0, 0.3, -0.1], [-0.1, -0.2, 0.2], [-1.0, -1.7, 1.1], [0.0, 0.0, 0.0], [0.0, 0.1, -0.1], [0.0, 0.0, 0.0], [-0.1, 0.0, -0.1], [-0.5, 0.2, -0.4], [0.2, -0.2, 0.1], [0.1, 0.1, 0.1], [-0.7, 0.4, -0.6], [0.0, 0.1, 0.6], [0.1, -0.2, 0.1], [0.0, 0.0, 0.1], [0.0, 0.0, 0.0], [0.3, -0.1, 0.1], [0.4, -0.1, -0.4], [-0.2, 0.1, 0.1], [-0.5, 0.1, 0.1], [0.0, 0.1, 0.1], [0.0, -0.1, 0.0], [0.0, 0.1, 0.1], [0.0, 0.0, 0.1], [0.0, -0.1, -0.1], [0.1, 0.1, -0.1], [0.0, 0.1, 0.1], [0.0, -0.1, 0.0], [0.0, 0.0, -0.1], [-0.1, 0.0, 0.1], [0.0, 0.1, 0.0], [0.0, 0.0, -0.2], [0.0, 0.0, 0.0], [-0.1, 0.0, 0.0], [-0.1, 0.2, 0.2], [0.1, -0.1, 0.0], [0.0, 0.0, 0.1], [0.1, -0.1, 0.0], [0.0, 0.0, 0.0], [0.0, -0.1, 0.0], [0.0, 0.0, 0.1], [0.0, 0.0, 0.0], [0.0, -0.1, 0.0], [-0.1, 0.0, 0.1], [0.0, 0.0, 0.0], [0.0, 0.0, 0.0], [0.0, 0.0, 0.0], [0.0, -0.1, -0.1], [0.0, 0.1, 0.2], [0.2, -0.2, -0.7], [1.0, -0.8, -1.2], [-0.1, -0.2, 0.0], [0.1, -0.2, -0.1], [0.0, 0.0, 0.0], [0.0, 0.0, 0.0], [0.0, 0.0, 0.0], [-0.1, 0.0, 0.0], [0.0, 0.2, -0.1], [0.1, 0.0, 0.1], [-0.2, 0.0, -0.1], [0.1, 0.0, 0.0], [0.0, 0.0, 0.0], [0.0, 0.0, 0.1], [0.0, 0.0, -0.1], [0.0, 0.0, 0.0], [0.0, -0.1, -0.1], [-0.1, -0.1, -0.1], [0.2, -0.2, 0.0], [0.0, -0.1, 0.0], [0.0, 0.0, 0.0], [0.0, 0.0, 0.0], [0.0, 0.0, -0.1], [-0.1, 0.0, 0.0], [0.0, 0.0, 0.0], [-0.1, 0.1, -0.1], [0.0, 0.0, 0.0], [-0.1, 0.2, 0.2], [0.0, -0.1, 0.0], [0.0, 0.0, 0.0], [0.0, 0.0, 0.0], [0.1, 0.2, 0.0], [0.1, 0.0, 0.0], [-0.1, 0.0, 0.0], [0.0, 0.0, 0.0], [0.0, 0.0, 0.0], [0.0, 0.0, 0.0], [0.0, -0.1, 0.0], [0.0, 0.0, 0.0], [0.1, 0.0, 0.0], [0.0, 0.0, 0.0], [0.1, 0.2, 0.1], [0.0, 0.0, 0.1], [-0.1, -0.1, 0.1], [0.0, 0.0, 0.0], [0.0, 0.1, 0.1], [0.0, 0.1, 0.0], [0.0, 0.0, 0.0], [-0.2, -0.2, 0.1], [0.1, 0.1, 0.0], [0.2, -0.2, -0.3], [0.1, 0.3, 0.1], [0.1, -0.1, -0.2], [-0.3, -0.2, 0.2], [-0.5, -0.1, 0.2], [0.8, 0.2, -0.3], [0.3, 2.2, 1.2], [0.0, 0.0, 0.0], [0.0, 0.0, 0.0], [0.0, 0.1, 0.0]], "lowdin_charge": [0.9001, -0.0686, -0.6882, -0.0505, -0.1025, -0.0141, -0.0893, 0.0189, -0.2067, 0.0695, -0.6161, 0.0804, -0.2368, 0.1176, 0.1094, 0.1316, -0.1679, 0.4515, -0.1860, -0.1662, -0.1302, -0.2736, -0.0849, -0.1189, -0.1259, -0.0362, -0.1881, -0.0028, -0.2743, -0.0066, -0.0881, -0.1140, -0.0864, -0.0026, 0.0218, 0.0331, 0.0180, 0.0381, 0.0088, 0.0373, 0.0119, 0.0189, 0.0349, 0.0509, 0.0926, 0.0854, 0.1143, 0.1301, 0.0988, 0.0878, 0.0962, 0.0981, -0.0611, -0.2724, -0.0140, -0.2507, -0.0342, -0.2691, 1.4151, -0.3094, -0.3675, -0.0448, -0.0937, -0.1234, -0.0925, -0.0578, -0.2328, -0.2755, -0.0568, -0.0551, -0.2893, -0.0603, -0.0262, -0.2723, -0.0619, -0.2904, -0.0670, -0.0337, 0.0684, 0.0684, 0.0805, 0.1226, 0.0799, 0.0465, 0.0864, 0.0758, 0.1020, 0.0863, 0.0997, 0.0672, 0.0327, 0.0835, 0.0879, 0.1131, 0.0661, 0.0760, 0.0734, 0.1144, 0.0780, 0.0477, 0.0706, 0.0282, 0.0815, 0.0841, 0.1173, 0.7086, -0.6583, -0.2094, 0.0661, -0.0692, -0.0999, -0.0620, -0.5533, 0.0646, -0.1694, 0.0945, 0.1191, 0.0961], "spin_multiplicity": 2, "charge": -2, "homo_lumo_gap_ha": [0.2074, 0.2376], "relative_energy_kcal_mol": 26.3, "mol_weight_da": 1074.78, "energy_ev": -236927.2733, "homo_energy_ev": [-2.13, -2.95]}